Formula: C20H41FNO9
Source: OMol25
Level of theory: ωB97M-V/def2-TZVPD

```
72
Properties=species:S:1:pos:R:3:forces:R:3
H 0.759952 0.117093 1.062786 -0.1767 -0.0207 -0.1256
C -0.405208 2.673692 -3.060057 2.0204 -0.2169 -0.7922
H 3.418642 -0.209819 6.453070 0.0230 -0.1388 -0.1234
H 2.274664 2.324495 -5.629167 0.1938 -0.2220 1.8031
H 3.702869 2.113249 3.409154 -0.0636 -0.1285 -0.0743
H 3.464930 -1.309887 3.569598 -0.0402 0.1521 0.0558
H -1.986738 -4.505851 -2.221999 0.0046 -0.1350 -0.0844
H 3.534585 1.421840 -4.550961 -1.8695 1.4810 0.0017
O 0.927449 1.550128 3.093192 1.7549 -1.4563 1.0145
H -5.423191 4.366602 3.450083 0.1118 -0.0097 0.1523
H 0.788870 -0.488862 -1.941304 0.0710 -0.1797 0.1888
H -4.361984 3.110080 5.313864 0.1249 -0.1962 -0.2656
H 2.133966 0.317110 -0.012622 -0.1072 0.0322 -0.2607
H -3.880602 5.090696 3.025195 0.0116 -0.0135 0.1557
C 2.974468 -1.021661 4.503611 0.1309 0.1119 0.0564
H 4.728258 -1.190265 5.753404 -0.0911 0.0550 -0.0300
H -1.116506 -1.530774 0.911258 0.2279 0.1808 0.1412
H 2.516172 -1.932224 4.904666 -0.1746 0.2907 -0.1483
H -0.458480 2.063849 -5.367070 -0.3502 1.7897 1.5433
H 4.014784 4.053052 -4.790728 -1.5276 -1.2280 1.4407
H -1.064062 1.795188 -2.604935 0.6791 1.8621 -0.8719
C -3.746499 3.498856 4.495306 -0.0034 0.0569 -0.2348
H -2.858968 -6.366403 -2.024083 0.2374 -0.0872 -0.0464
C 0.474566 -0.723384 -0.918456 0.0677 0.8366 -0.0660
C -0.088339 -5.491815 -2.670123 0.0893 -0.1567 0.0390
H -0.115489 3.955596 -4.922246 -1.0818 -2.3096 0.4412
H -0.684520 3.135301 2.195695 -0.2973 -0.0479 -0.1626
H 0.603739 -5.576750 -3.514019 -0.1147 0.1375 0.0782
O 1.612219 1.583301 -3.637079 2.1902 -1.2455 -3.2632
O -1.940080 -5.161626 -4.214636 -0.6412 0.0009 -0.4661
H 3.862916 3.366389 -3.008393 -1.5789 0.8915 -1.9999
H -0.932316 -3.632588 -3.315369 -0.2197 -0.2314 -0.1871
C 3.271453 1.316875 2.794687 0.2619 -0.1777 -0.5800
C 3.943902 -0.462412 5.526439 0.0897 0.2190 0.0697
C 3.240016 3.614686 -3.995407 0.6501 -0.0303 0.0767
H -2.078369 4.067702 1.588449 0.0515 -0.0922 0.1030
C 1.039946 0.319621 0.025591 -0.1195 -0.0774 0.3502
O -2.423043 1.273385 2.027634 -0.7818 1.7756 1.5529
C 1.944283 0.916403 3.369061 -1.3478 1.3378 -0.4684
O -3.595985 2.421110 3.552958 -0.2581 -0.4826 0.4036
H 2.445731 4.467983 -3.830118 1.5311 -2.0995 -0.0517
C -0.501947 -2.343409 1.294982 -0.6957 -0.0187 -0.0853
O 1.006394 -2.027081 -0.618885 -0.0883 -1.3592 0.1610
F -0.832843 3.927512 -2.334588 0.6013 -2.1464 -1.0948
H -1.191128 -3.150123 1.557932 0.3042 -0.0060 0.0989
C 2.621988 2.189524 -4.518653 1.5329 0.3466 -0.5265
H 0.680510 1.317589 -0.241547 0.1506 -0.1408 -0.1670
H 4.417122 0.456892 5.171291 0.0179 -0.1453 -0.0371
H 3.979392 0.494285 2.708261 0.0587 0.0547 0.1953
H 3.112227 1.691167 1.780068 -0.1047 0.1337 0.2696
C -2.888431 -6.123810 -4.191292 -0.5399 -0.3228 -1.4511
H -4.621947 5.471281 4.591832 0.0102 -0.0784 -0.0456
C -1.281432 -4.635803 -3.047629 0.3728 -0.1006 0.1971
C 0.493443 -2.870667 0.303589 0.7169 -0.6161 -0.0401
O 0.894220 -4.030657 0.377498 -0.3396 1.5655 -0.4316
O 1.897473 -0.098000 4.260413 -0.5272 -0.2188 -0.0851
H -1.852088 3.236049 -4.730573 2.0217 -0.6357 -0.0721
H 0.027420 -2.013966 2.194503 -0.1073 0.0284 -0.1519
C -3.083581 -6.919832 -2.934340 -0.4500 0.0685 0.5371
C -0.711210 2.961920 -4.654067 -0.6311 0.8119 0.7857
H -0.618934 -0.736532 -0.928093 0.0807 -0.0698 0.1745
N 1.093651 2.466310 -2.765973 -4.4263 2.8192 2.7524
H -4.135811 -7.207841 -2.865331 0.2133 -0.1085 -0.2171
H -2.784505 3.773114 4.937301 -0.0291 -0.0052 -0.1756
O -3.526442 -6.393826 -5.207016 1.2711 0.7221 1.6089
H -2.465278 -7.821731 -2.981052 -0.0789 0.1692 0.0216
C -2.574952 2.307358 2.675310 0.7089 -1.3955 -1.5150
H -0.390527 -6.508790 -2.406248 -0.0293 0.0933 0.0735
H -1.580980 4.144773 3.301757 -0.1794 0.1080 -0.0497
H 0.444977 -5.057377 -1.819633 -0.0694 -0.0202 -0.0808
C -1.688790 3.494298 2.435408 0.5619 0.1104 0.2048
C -4.455994 4.677415 3.857847 -0.0047 0.1283 -0.2197
```
Forces are in eV/Å.

Properties
Maximum force in hartree/bohr: 0.115
Frontier orbital gap in eV: 4.16
Net charge: -1